Formula: CH2INO2
Source: the OMol25 dataset
Level of theory: ωB97M-V/def2-TZVPD

Values from the calculation:
Max |F|: 5.22 eV Å⁻¹
LUMO: -1.8 eV
ΔE to the lowest compared entry with this formula, charge and spin: 101.85 kcal per mole
Energy: -542.06416 Eh

CARTESIAN COORDINATES (ANGSTROEM)
1 C 0.784 -0.013 0.566
2 N -0.368 0.590 0.337
3 O 1.267 -1.023 0.115
4 O -1.076 0.210 -1.343
5 I -1.169 -1.618 -1.742
6 H 1.413 0.467 1.424
7 H -0.850 1.388 0.643

Results of the natural (NBO) charge analysis, in e, for atoms 1 through 5: C 0.48; N -0.37; O -0.59; O -0.63; I 0.56

=====

Formula: C4H4N2O
Source: the OMol25 dataset
Level of theory: ωB97M-V/def2-TZVPD

Values from the calculation:
SMILES: O=C1CC=NC=N1
Max |F|: 1.00 eV Å⁻¹
LUMO: -0.6 eV
ΔE to the lowest compared entry with this formula, charge and spin: 27.23 kcal per mole
Energy: -339.53828 Eh

CARTESIAN COORDINATES (ANGSTROEM)
1 O -0.071 1.926 1.626
2 C 0.113 0.978 0.903
3 C -0.943 0.469 -0.050
4 C -0.460 -0.465 -1.090
5 N 0.615 -1.147 -0.952
6 C 1.433 -0.753 0.128
7 N 1.298 0.211 0.963
8 H -1.681 1.225 -0.323
9 H -1.160 -0.709 -1.891
10 H -1.469 -0.367 0.457
11 H 2.325 -1.370 0.229

Results of the natural (NBO) charge analysis, in e, for atoms 1 through 5: O -0.51; C 0.65; C -0.61; C 0.22; N -0.49

=====

Formula: C54H148N6O23
Source: the OMol25 dataset
Level of theory: ωB97M-V/def2-TZVPD

Values from the calculation:
Max |F|: 3.48 eV Å⁻¹
LUMO: 0.3 eV
ΔE to the lowest compared entry with this formula, charge and spin: 0.00 kcal per mole
Energy: -4204.91104 Eh

CARTESIAN COORDINATES (ANGSTROEM)
1 O -3.286 -2.564 -0.532
2 H -2.393 -2.253 -0.746
3 H -3.867 -1.822 -0.574
4 O -0.415 4.830 3.866
5 H 0.201 4.625 3.125
6 H -0.561 5.746 3.685
7 O 0.852 4.319 1.681
8 H 1.870 4.185 1.728
9 H 0.528 3.385 1.529
10 O -0.523 -1.638 -1.113
11 H 0.130 -0.959 -0.722
12 H -0.135 -2.043 -1.873
13 O 0.104 -3.493 1.212
14 H -0.031 -3.252 0.293
15 H -0.779 -3.905 1.485
16 C 6.153 -1.809 1.501
17 O 4.790 -1.861 2.032
18 C 4.743 -2.688 3.275
19 C 3.265 -2.831 3.625
20 N 3.126 -3.392 4.946
21 C 1.975 -4.369 4.957
22 C 0.560 -3.902 4.985
23 O 0.320 -3.217 6.242
24 C -1.115 -2.982 6.292
25 H 6.695 -1.100 2.135
26 H 6.067 -1.477 0.442
27 H 6.460 -2.862 1.449
28 H 5.440 -2.328 4.041
29 H 5.033 -3.666 2.949
30 H 2.800 -3.596 2.971
31 H 2.742 -1.878 3.546
32 H 2.955 -2.602 5.635
33 H 2.130 -4.987 5.864
34 H 2.173 -5.047 4.136
35 H -0.090 -4.807 4.911
36 H 0.359 -3.233 4.109
37 H -1.288 -2.343 7.150
38 H -1.718 -3.871 6.349
39 H -1.375 -2.354 5.428
40 C -0.203 -6.500 -0.938
41 O -0.019 -5.737 -2.185
42 C -1.064 -4.795 -2.342
43 C -0.848 -4.013 -3.551
44 N 0.205 -2.926 -3.486
45 C 1.632 -3.301 -3.335
46 C 2.317 -3.736 -4.664
47 O 2.283 -2.670 -5.579
48 C 2.935 -1.556 -5.090
49 H 0.089 -5.869 -0.080
50 H 0.529 -7.301 -0.984
51 H -1.208 -6.933 -0.895
52 H -1.103 -4.178 -1.431
53 H -2.073 -5.193 -2.437
54 H -1.776 -3.525 -3.860
55 H -0.708 -4.686 -4.367
56 H 0.018 -2.351 -4.295
57 H 1.626 -4.002 -2.512
58 H 2.172 -2.453 -2.944
59 H 1.716 -4.556 -5.080
60 H 3.256 -4.099 -4.403
61 H 3.905 -1.795 -4.525
62 H 2.245 -0.995 -4.493
63 H 3.276 -0.900 -5.952
64 C -4.764 1.418 -3.390
65 O -4.054 1.162 -4.522
66 C -3.077 0.141 -4.401
67 C -2.060 0.489 -3.301
68 N -0.967 1.248 -3.935
69 C -0.087 1.871 -2.940
70 C 0.989 2.638 -3.635
71 O 0.418 3.776 -4.303
72 C 1.344 4.231 -5.292
73 H -4.662 0.571 -2.708
74 H -5.861 1.506 -3.661
75 H -4.485 2.378 -2.874
76 H -2.466 0.044 -5.270
77 H -3.517 -0.849 -4.122
78 H -1.503 -0.356 -2.945
79 H -2.487 1.033 -2.486
80 H -1.327 1.969 -4.559
81 H 0.384 1.022 -2.435
82 H -0.655 2.519 -2.228
83 H 1.403 1.984 -4.470
84 H 1.834 2.984 -3.008
85 H 0.857 5.156 -5.699
86 H 1.628 3.497 -6.034
87 H 2.256 4.517 -4.747
88 C -8.411 -0.978 -6.650
89 O -8.893 -1.306 -5.358
90 C -7.909 -1.820 -4.409
91 C -8.626 -1.921 -3.061
92 N -7.952 -2.499 -1.914
93 C -6.619 -1.952 -1.495
94 C -6.744 -0.805 -0.452
95 O -5.387 -0.290 -0.236
96 C -5.491 0.738 0.737
97 H -9.258 -0.431 -7.122
98 H -8.260 -1.912 -7.237
99 H -7.455 -0.363 -6.633
100 H -7.145 -1.090 -4.261
101 H -7.452 -2.741 -4.732
102 H -9.544 -2.439 -3.310
103 H -8.952 -0.904 -2.837
104 H -7.824 -3.487 -2.063
105 H -6.005 -1.512 -2.292
106 H -6.064 -2.767 -1.105
107 H -7.089 -1.206 0.555
108 H -7.393 -0.044 -0.877
109 H -6.027 0.445 1.576
110 H -5.800 1.663 0.348
111 H -4.497 0.891 1.209
112 C 2.697 1.492 4.366
113 O 3.767 2.230 3.779
114 C 3.930 1.933 2.370
115 C 4.568 3.063 1.621
116 N 3.755 4.332 1.951
117 C 4.356 5.583 1.523
118 C 3.961 6.055 0.119
119 O 4.583 7.308 -0.104
120 C 4.312 7.867 -1.353
121 H 2.853 0.442 4.321
122 H 1.780 1.726 3.938
123 H 2.713 1.677 5.460
124 H 2.917 1.694 1.938
125 H 4.531 0.990 2.278
126 H 4.488 2.994 0.526
127 H 5.601 3.281 1.917
128 H 3.762 4.411 2.983
129 H 5.463 5.411 1.493
130 H 4.083 6.402 2.215
131 H 2.865 6.208 0.001
132 H 4.247 5.275 -0.541
133 H 4.285 8.977 -1.271
134 H 3.308 7.605 -1.712
135 H 5.050 7.472 -2.033
136 C -1.950 2.506 0.642
137 O -0.803 1.842 1.084
138 C -1.069 0.475 1.304
139 C 0.317 -0.240 1.566
140 N 1.047 0.008 0.306
141 C 2.267 -0.779 0.189
142 C 2.984 -0.228 -1.001
143 O 3.357 1.127 -0.890
144 C 4.475 1.519 -1.661
145 H -2.433 2.111 -0.245
146 H -1.562 3.474 0.323
147 H -2.682 2.513 1.386
148 H -1.478 0.007 0.421
149 H -1.666 0.301 2.161
150 H 0.221 -1.291 1.792
151 H 0.854 0.167 2.457
152 H 1.170 0.976 0.201
153 H 1.911 -1.837 0.035
154 H 2.919 -0.733 1.066
155 H 2.232 -0.342 -1.862
156 H 3.805 -0.741 -1.425
157 H 4.275 1.442 -2.765
158 H 5.357 0.955 -1.278
159 H 4.657 2.576 -1.557
160 C -0.429 1.304 6.053
161 C -1.781 1.724 5.455
162 C -2.362 2.968 6.072
163 O -1.667 1.934 4.036
164 H -0.185 0.255 5.768
165 H -0.488 1.352 7.151
166 H 0.322 1.997 5.697
167 H -2.503 0.932 5.548
168 H -1.611 3.713 6.335
169 H -2.785 2.639 7.088
170 H -3.166 3.472 5.486
171 H -1.116 2.684 3.930
172 C -5.150 3.396 3.655
173 C -5.109 4.713 2.925
174 C -4.104 5.584 3.677
175 O -4.677 4.442 1.604
176 H -4.137 2.940 3.649
177 H -5.824 2.689 3.064
178 H -5.729 3.421 4.598
179 H -6.079 5.175 2.918
180 H -4.047 6.615 3.436
181 H -3.142 5.109 3.413
182 H -4.229 5.455 4.727
183 H -4.552 5.255 1.048
184 C 4.501 -6.004 1.359
185 C 3.519 -5.016 0.768
186 C 3.612 -5.113 -0.803
187 O 2.237 -5.351 1.289
188 H 4.222 -6.942 0.888
189 H 4.438 -5.980 2.432
190 H 5.497 -5.695 1.005
191 H 3.691 -3.949 1.052
192 H 3.179 -6.033 -1.108
193 H 4.613 -5.043 -1.110
194 H 3.171 -4.203 -1.196
195 H 1.625 -4.551 1.212
196 C -2.954 -3.234 2.952
197 C -2.697 -4.689 2.603
198 C -3.919 -5.491 2.887
199 O -2.211 -4.808 1.274
200 H -3.525 -3.212 3.867
201 H -3.567 -2.679 2.259
202 H -2.006 -2.563 3.034
203 H -1.882 -5.061 3.258
204 H -4.169 -5.292 3.946
205 H -3.735 -6.561 2.750
206 H -4.733 -5.265 2.193
207 H -2.772 -4.298 0.628
208 C 7.242 -1.997 -3.891
209 C 7.946 -1.187 -2.855
210 C 8.012 0.308 -3.093
211 O 7.139 -1.494 -1.667
212 H 6.133 -1.793 -3.850
213 H 7.441 -3.049 -3.632
214 H 7.727 -1.765 -4.846
215 H 8.986 -1.656 -2.667
216 H 6.973 0.722 -3.249
217 H 8.622 0.566 -3.983
218 H 8.569 0.791 -2.280
219 H 7.404 -0.891 -0.952
220 C -2.289 6.230 -1.465
221 C -1.077 6.484 -2.366
222 C 0.119 5.870 -1.744
223 O -1.285 5.976 -3.670
224 H -2.270 6.569 -0.395
225 H -2.323 5.137 -1.433
226 H -3.269 6.471 -1.923
227 H -0.983 7.586 -2.530
228 H 1.040 6.042 -2.330
229 H 0.009 4.749 -1.582
230 H 0.190 6.239 -0.717
231 H -1.153 5.013 -3.698

Results of the Mulliken charge analysis, in e, for atoms 1 through 5: O -0.22; H -0.26; H -0.02; O -0.57; H 0.41